(1)
ORCA calculation (ωB97M-V/def2-TZVPD) on a 3-piece molecular cluster, C16H42N2O4PS2 overall.

Geometry (Å):
C -0.454517 3.417532 2.076383
C 0.250803 1.227029 1.424209
H -1.900332 -7.072225 -0.192247
H -2.284322 -1.922883 -4.941980
H 0.602075 -6.667668 -2.171983
C 3.118694 2.454957 4.316040
H 4.135463 2.064180 4.301319
H 1.926350 -3.510805 0.665829
H 0.391761 2.742897 -5.690387
H -1.869752 -5.389235 0.367252
H 1.894127 3.863824 6.981041
C -1.293514 -6.321239 0.322467
O 0.949353 -1.684572 0.447987
H -0.833961 -3.771487 -0.627810
H 3.102801 3.414850 3.789026
H -3.606487 1.994016 -1.420926
H 1.970512 4.485679 5.334036
H -2.636566 3.435185 -1.708024
H -1.082041 1.707174 -2.312850
C 0.362159 -4.551134 -2.062196
H 1.008700 0.428988 -4.872010
C 1.099930 -1.735871 -0.950443
S -2.112207 0.537264 -5.847553
H 1.037155 0.748269 0.847196
H 0.242055 -3.495986 1.225127
H 0.205888 2.209447 6.371892
N -0.595873 -3.561807 -1.589121
H 1.980454 -2.328322 -1.226183
C -0.082682 -5.954420 -1.706827
H 0.840053 4.423920 3.428873
C 0.143220 2.419305 -4.677052
H -0.336148 3.868577 6.183663
C -0.121809 3.893927 3.473896
H 1.300677 -0.704030 -1.259027
H 0.448625 -4.474555 -3.152247
C 1.764479 3.589168 5.932165
H 2.079900 1.637453 -4.186110
H 1.368805 -4.409516 -1.647472
P -1.677391 2.284133 -4.580746
N -0.137254 2.790577 4.416779
C -3.085573 2.566326 -2.186378
H 2.475405 1.756972 3.770154
H -0.977952 -1.545887 -1.340658
H -0.558527 4.287093 1.421376
C 1.048399 1.287363 -4.205484
H -0.009353 -1.948884 -2.753126
H -3.313131 0.298237 -5.293435
C 1.156227 -2.901442 1.147139
C 0.328004 3.106656 5.761354
H 1.486254 -2.643166 2.151573
H -3.836447 2.931732 -2.888879
S -1.171361 -1.270281 -5.317282
H -1.090280 -6.147624 -2.088760
O 2.743504 2.601582 5.668283
O -0.037946 -6.154942 -0.303977
C -2.020362 1.697640 -2.869767
H -0.878487 4.626342 3.774993
H 0.799007 0.954423 -3.197766
H 0.184898 0.719434 2.392289
O 0.575030 2.596055 1.539453
H -1.404822 2.872367 2.084570
C -0.157162 -2.180592 -1.691004
H 0.407603 2.024089 4.045385
H -0.709028 1.087922 0.910469
H -1.101071 -6.662103 1.337355
H -2.333518 0.650408 -2.905617
H 0.281508 3.307688 -4.044246

Forces on atoms 1 to 6 (eV/Å):
C -0.058 0.011 0.034
C -0.006 0.028 -0.030
H 0.013 -0.016 0.016
H -0.052 0.099 0.015
H -0.015 -0.029 0.017
C 0.048 0.049 -0.006

Calculated values
**Orbital gap**: 5.35 eV
**HOMO level**: -10.10 eV
**Net charge**: +1



(2)
ORCA calculation (ωB97M-V/def2-TZVPD) on C16H43BeNO8 as an isolated structure at a distorted geometry.

Geometry (Å):
H 8.994906 -33.567409 2.620102
C 3.915752 -37.487947 5.260371
H 4.017001 -30.719944 -0.928626
H 5.472379 -40.538540 6.278264
H -0.255765 -30.990050 -1.022011
H 3.586876 -41.841951 3.239891
C 3.636976 -36.066710 4.651960
C 2.551739 -39.443176 6.477947
H 7.206813 -34.928103 1.337639
H -0.268603 -29.111077 1.145880
C 7.111611 -34.258675 2.192570
H 5.675787 -34.169558 -1.261073
N 4.085571 -38.527338 4.178096
H 4.671461 -31.276461 -2.887849
H 4.353042 -33.114649 0.316767
C 2.718973 -40.319448 5.233234
H 5.873136 -34.130929 -3.075436
H 1.553924 -39.630481 6.874663
C 0.350448 -30.437164 -0.304432
O 3.620552 -30.115631 -1.560470
O 8.177194 -33.279163 2.207962
H 0.628191 -31.203588 0.419146
Be -0.527516 -32.667512 3.859884
O 1.709285 -32.628236 2.696081
H 5.812642 -36.690702 5.997232
H 5.455135 -38.240117 6.655209
O 3.979170 -34.460835 -2.455061
C 3.465010 -32.580423 0.654565
H 3.304884 -39.555933 7.257795
C 2.588558 -33.350973 1.776547
H 6.839477 -34.824791 3.083387
H 2.841146 -41.384310 5.431322
C 5.392538 -40.502877 5.191780
H 4.094917 -37.827402 2.489766
H 2.504033 -37.495844 6.964553
H 5.347010 -32.205527 3.176921
C 2.589391 -37.968620 5.986134
H 2.597245 -35.950121 4.346242
H 4.074827 -35.846504 3.678357
H 2.873907 -32.342511 -0.229790
O -0.422244 -29.330541 0.224024
C 3.873280 -40.792095 3.177615
H 6.861438 -31.774894 3.918679
H 6.076530 -39.755255 4.790131
H 5.841949 -35.623758 -2.037605
O 4.831988 -38.096374 3.042909
H 5.235528 -29.561931 -2.660394
H 4.747439 -40.664296 2.539163
H 1.714239 -37.588928 5.458850
H 5.907383 -30.607744 5.172254
H 4.455293 -36.810325 7.209949
C 4.991492 -37.289710 6.390923
H 3.943962 -30.005965 -3.807704
H 3.239489 -34.125420 2.182289
H 1.192905 -29.976473 -0.820300
O 5.218156 -31.239560 4.954573
H 1.859881 -40.240825 4.567004
H 3.912335 -35.300599 5.376770
C 5.426921 -34.631830 -2.216313
C 5.865014 -32.160225 4.134912
H 5.721520 -41.471518 4.815483
H 3.119832 -40.323517 2.544507
H 1.835359 -33.923312 1.235047
C 4.036187 -40.001069 4.471215
H 6.150542 -33.781504 2.000867
O 4.165082 -31.353011 1.061996
C 4.388624 -30.225022 -2.836932
H 3.562376 -34.236038 -1.619988
H 5.822652 -33.215454 4.404721

Forces on atoms 1 to 6 (eV/Å):
H -0.310 -0.555 0.094
C -1.182 -0.401 0.125
H 0.226 -0.003 0.282
H -0.461 0.293 0.000
H -0.291 0.374 -0.190
H 0.305 0.048 0.576

Calculated values
**Orbital gap (alpha / beta)**: 5.59 / 4.98 eV
**HOMO level (alpha / beta)**: -3.32 / -3.31 eV
**Multiplicity**: 2
**Net charge**: -1
**Energy relative to the best compared isomer or geometry (same formula, charge and spin)**: 107.9 kJ/mol



(3)
ORCA calculation (ωB97M-V/def2-TZVPD) on a 3-piece molecular cluster, C16H43NOP2S overall at a distorted geometry.

Geometry (Å):
H -0.346417 -2.764856 5.551424
C 1.084067 0.875611 4.284190
H -0.993623 0.942754 -5.971016
H -3.625815 1.472538 -0.806407
H 1.127281 -2.214550 -5.524695
C 2.615417 1.072566 4.259219
H -1.179828 2.642549 1.895506
H 2.914269 1.284358 3.239711
C 5.377546 -1.330041 4.597089
N 1.093727 1.467875 6.829539
H 0.953558 2.387156 6.425115
S -2.534425 -1.306554 4.585289
C -1.018243 1.924088 1.089595
C -4.517075 -0.457122 -1.157021
H 0.724596 1.467406 7.773577
C 0.247764 1.623756 -4.347938
H 3.434519 -0.037518 5.870267
H 0.792949 0.307543 3.410336
C -0.345130 -0.803237 -4.865319
C -2.023588 0.082058 -1.227158
H -3.545233 0.936633 -2.468072
H 0.621134 1.853770 4.214303
H 1.846947 -1.050810 -7.574484
H -1.219704 2.439044 0.148903
H -1.703002 0.247180 2.245162
C -3.447241 0.595172 -1.433736
H -0.940149 0.462850 6.197007
C -0.209644 -1.576212 -7.889530
H -2.956960 1.006074 1.303219
H 1.194176 1.588431 -4.889444
H 5.223285 -2.095694 3.839092
C 0.926190 -1.145310 -5.643331
H -4.379387 -1.329726 -1.798935
H 6.430723 -1.097126 4.692683
P 0.394558 0.157984 5.844669
H -5.513290 -0.056415 -1.348616
C -0.777742 0.659202 -4.937406
H -1.206934 -1.332660 -7.520959
H 0.732507 0.260708 -7.275295
H -1.849278 -0.760164 -1.905178
H 0.002729 -1.858121 3.514669
H 5.037181 -1.726059 5.551538
H 2.854555 1.937322 4.865407
H 1.779491 -0.629207 -5.194676
O 4.671618 -0.155201 4.244755
H -0.658729 -0.703386 0.227448
H -0.186486 -1.331551 -8.952184
H -1.319064 0.861829 -1.533009
H -0.115935 2.651294 -4.391682
H -0.067349 -2.654371 -7.792503
P -0.597265 -1.614820 4.769145
H 2.845448 -1.050075 4.512688
C 0.875140 -0.813976 -7.133945
H 0.038495 1.642740 1.097557
H -2.304110 -1.244083 0.452187
C -1.909381 0.697060 1.272310
H 0.448262 1.383840 -3.301466
H -0.191163 -1.072387 -3.815474
C 3.362359 -0.126564 4.789058
H -4.495006 -0.793511 -0.119769
H -1.167789 -1.432231 -5.217065
H -1.717765 0.767703 -4.389351
C -1.701645 -0.367881 0.198319
H 1.113904 -0.767675 6.634687

Forces on atoms 1 to 6 (eV/Å):
H 0.343 -0.121 -0.257
C 0.440 0.000 0.125
H -0.010 -0.031 -0.015
H 0.019 0.014 0.004
H 0.002 -0.009 -0.011
C -0.514 0.073 0.384

Calculated values
**Structure (SMILES)**: COCCC[PH2](N)[PH2]=S.CCCCCC.CCCCCC
**Orbital gap**: 8.66 eV
**HOMO level**: -7.99 eV
**Net charge**: 0
**Energy relative to the best compared isomer or geometry (same formula, charge and spin)**: 0.0 kJ/mol